Entry from OMol25: an isolated ion of composition CN3O9S and charge -1 at a distorted geometry (ωB97M-V with the def2-TZVPD basis set).

```
! RIJCOSX wB97M-V def2-TZVPD def2/J DEFGRID3
* xyz -1 1
O -0.43 0.98 -2.05
N -0.57 1.24 -0.85
O -0.53 2.30 -0.31
C -0.94 0.11 -0.07
N -1.48 0.23 1.24
O -2.29 1.11 1.44
O -1.00 -0.52 2.07
N -0.56 -1.10 -0.44
O -1.24 -2.08 -0.32
O 0.62 -1.10 -0.94
S 1.95 -0.38 -0.05
O 2.28 -1.48 0.81
O 2.84 -0.06 -1.15
O 1.37 0.75 0.62
*
```

Its SMILES is O=[N+]([O-])C([N+](=O)[O-])=[N+]([O-])OS(=O)(=O)[O-]. Its HOMO-LUMO gap (alpha / beta) is 8.2 / 8.2 eV. The calculation puts the molar mass at 230.09 g mol⁻¹. The value obtained for the energy above the lowest of the compared OMol25 structures with the same formula, charge and spin is 1.69 kJ/mol. The value obtained for the total energy is -34761.7416 eV.